ORCA calculation (wB97M-V/def2-TZVPD) on a cluster of 3 separate species, C16H18N5O8 in total.

CARTESIAN COORDINATES (ANGSTROEM)
O1 1.9284 1.0385 -1.3659
O2 -0.0842 -0.6797 -0.8964
O3 -0.4039 -2.8721 5.4117
O4 2.4507 1.3360 3.2890
O5 -5.1625 -2.3805 8.1560
O6 -2.9595 -3.4114 9.3051
O7 0.4926 -0.4512 3.7496
O8 -2.5835 -1.7636 4.2907
N1 0.5399 1.6951 -6.3091
N2 1.7096 2.2814 -6.6099
N3 0.9991 0.8793 -3.7206
N4 3.4642 1.7333 -8.0292
N5 1.4773 0.3778 -7.7517
C1 0.3762 0.5665 -6.9608
C2 0.4659 2.2467 -3.8923
C3 -2.8462 -3.0572 8.1475
C4 -3.9567 -2.0394 6.1825
C5 -1.6007 -3.1877 7.3968
C6 0.1375 -0.6345 1.4471
C7 2.2741 1.4167 -7.5199
C8 -0.2754 2.3951 -5.3002
C9 0.7927 -0.1137 2.4912
C10 1.8988 0.8780 2.3080
C11 -4.0305 -2.4640 7.4492
C12 2.2692 1.2485 0.9442
C13 0.4920 -0.2463 0.0869
C14 1.6166 0.7248 -0.0994
C15 -1.5286 -2.7661 6.1298
C16 -2.7056 -2.1482 5.4401
H1 3.0811 1.9521 0.8234
H2 4.0498 2.4260 -7.5817
H3 -0.1999 2.4854 -3.0489
H4 0.3347 0.2055 -4.0970
H5 -0.6160 -2.4925 4.5370
H6 1.1044 0.0613 4.3138
H7 3.8031 1.3583 -8.9052
H8 -1.3002 1.9822 -5.2687
H9 2.0192 3.1580 -6.2110
H10 -4.8041 -1.6077 5.6685
H11 -0.3879 3.4655 -5.5709
H12 -0.7574 -3.6334 7.9058
H13 1.3037 0.5244 -1.9356
H14 -4.9521 -2.7506 9.0354
H15 1.8943 0.7704 -4.1883
H16 -0.6653 -1.3494 1.5677
H17 -0.5055 -0.0669 -6.8486
H18 1.3504 2.9094 -3.9654

* highest occupied orbital energy: -10.754 eV
* gap between HOMO and LUMO: 0.2653 hartree
* E_LUMO: -3.5 eV
* charge: +1

ORCA calculation (wB97M-V/def2-TZVPD) on a structure of composition CH4BrN2.

CARTESIAN COORDINATES (ANGSTROEM)
Br1 1.1816 0.3015 -0.8608
N1 -2.0760 0.4515 -0.3129
N2 1.6272 -0.0549 0.8931
C1 -1.3270 -0.2697 -0.8558
H1 2.2271 0.6037 1.3812
H2 -1.0618 -1.2746 -1.3723
H3 -2.7428 1.0798 0.2262
H4 2.1719 -0.8372 0.9013

* ⟨S²⟩: 2.013
* highest occupied orbital energy (spin up / spin down): -10.602 / -15.453 eV
* gap between HOMO and LUMO (spin up / spin down): 0.2046 / 0.2871 hartree
* E_LUMO (spin up / spin down): -5.0 / -7.6 eV
* spin multiplicity: 3
* charge: +1

ORCA calculation (wB97M-V/def2-TZVPD) on a cluster of 3 separate species, C30H63BrF3N6O9P2S in total.

CARTESIAN COORDINATES (ANGSTROEM)
Br1 -2.6366 2.9919 -0.0366
S1 -3.4532 -0.6353 4.3528
P1 1.5333 -5.3272 -1.0492
P2 -3.5108 -1.7085 2.7139
F1 -7.7932 0.4637 1.4515
F2 -6.2108 0.1378 2.8654
F3 -7.2268 -1.5644 1.8979
O1 1.9817 -5.9632 0.3300
O2 0.8850 -6.5670 -1.8382
O3 7.3206 -0.1426 -1.7742
O4 3.4506 0.7374 0.0109
O5 3.8992 -1.4593 0.0816
O6 -5.3904 -1.5931 0.0879
O7 2.5992 -4.6972 -1.8391
O8 -3.0079 -2.3772 -2.0430
O9 -2.4595 8.4359 0.1154
N1 6.3520 2.5808 -1.9016
N2 -1.5960 0.3512 -0.7627
N3 -2.7507 -0.1013 -1.4382
N4 -2.7927 -1.0289 1.3182
N5 -0.7239 -0.9355 2.4303
N6 -4.1380 6.0938 0.3798
C1 7.3350 2.1838 -0.8890
C2 -5.7511 -0.3006 0.5310
C3 0.3098 -6.1947 -3.0972
C4 -0.8162 1.1845 -1.8131
C5 0.2293 -1.6969 3.2068
C6 -4.1478 7.1418 1.4085
C7 -1.6395 1.6570 -3.0095
C8 -0.2818 -2.8984 4.0120
C9 4.4768 -5.8505 0.2915
C10 -1.3084 -1.3508 1.1923
C11 -2.0919 1.1962 0.3932
C12 -3.1622 9.5756 -0.3525
C13 0.1889 -3.4342 0.5787
C14 -1.1851 -6.4728 -3.1681
C15 7.2923 0.6725 -0.6179
C16 -6.7371 -0.3305 1.7358
C17 -2.8515 7.9648 1.3891
C18 -4.6258 0.7430 0.6597
C19 -3.1783 0.3866 1.1322
C20 3.1269 -0.3927 -0.2139
C21 0.1991 -4.0997 -0.8135
C22 8.7081 2.7073 -1.3009
C23 -2.9284 -1.2836 -1.7138
C24 -5.4205 7.9691 1.2564
C25 1.7752 -0.6024 -0.8855
C26 -1.2192 -2.8566 0.8870
C27 0.7328 -0.1257 0.1575
C28 8.5958 -0.3049 -2.3709
C29 -0.7018 -0.6613 -0.1041
C30 3.1603 -5.3456 0.9045
H1 6.4869 1.9834 -2.7132
H2 -4.1983 6.6557 2.3873
H3 -0.4976 -1.3971 -0.8823
H4 4.2303 -6.6135 -0.4426
H5 9.3889 -0.3517 -1.6196
H6 7.0730 2.6801 0.0503
H7 -0.1528 0.4514 -2.2636
H8 6.3336 0.4508 -0.1404
H9 -0.9435 -0.0131 2.7568
H10 -1.4005 -7.5248 -3.3358
H11 -5.3783 8.8745 1.8637
H12 -3.1130 0.8443 2.1342
H13 0.9971 -2.7128 0.6547
H14 3.1551 -5.6142 1.9572
H15 -5.6574 -1.7188 -0.8264
H16 3.1108 -4.2593 0.8271
H17 -4.8562 -2.0157 2.4676
H18 -2.5316 2.2130 -2.7505
H19 8.0806 0.3683 0.0842
H20 1.6832 -1.6655 -1.1000
H21 -1.6141 -5.9178 -4.0024
H22 -4.0751 9.2847 -0.8756
H23 0.5152 -3.1722 4.7050
H24 -0.4781 -3.7891 3.4198
H25 0.4198 -4.2244 1.2906
H26 -2.0375 7.3103 1.7141
H27 -3.9071 6.5375 -0.5062
H28 -1.8180 0.8589 -3.7190
H29 0.4990 -5.1586 -3.3790
H30 9.4995 2.2717 -0.6877
H31 1.1153 -0.5256 1.0910
H32 0.2879 -3.3660 -1.6136
H33 -1.8114 -3.0194 -0.0084
H34 -2.9448 -2.9523 3.0243
H35 -5.0075 1.5528 1.2767
H36 1.1054 -2.0319 2.6401
H37 -6.4117 0.0807 -0.2503
H38 -1.1251 -2.6128 4.6387
H39 -3.4007 10.2638 0.4626
H40 -2.8968 8.7938 2.1068
H41 -6.2849 7.3899 1.5808
H42 -1.6598 -3.4966 1.6414
H43 1.7937 0.0198 -1.7741
H44 8.5841 -1.2416 -2.9272
H45 0.6585 -1.0173 3.9426
H46 8.7480 3.7893 -1.1774
H47 8.8005 0.4985 -3.0808
H48 -1.2841 1.3535 1.0954
H49 -4.5497 1.1868 -0.3286
H50 4.2287 -1.2778 0.9764
H51 5.4219 2.3423 -1.5673
H52 0.7639 0.9554 0.2690
H53 -0.2534 1.9775 -1.3405
H54 -3.3574 5.4683 0.5561
H55 -0.9803 2.3574 -3.5282
H56 -0.7522 -4.6059 -0.9866
H57 -2.5210 10.0886 -1.0679
H58 5.1513 -6.2442 1.0434
H59 0.7943 -6.8036 -3.8581
H60 -5.6067 8.2579 0.2229
H61 -1.7165 -6.1563 -2.2702
H62 8.9331 2.5028 -2.3466
H63 4.9485 -5.0363 -0.2499

* highest occupied orbital energy: -10.621 eV
* gap between HOMO and LUMO: 0.2665 hartree
* E_LUMO: -3.4 eV
* charge: +1

ORCA calculation (wB97M-V/def2-TZVPD) on the molecule C6H10ClNO.

CARTESIAN COORDINATES (ANGSTROEM)
Cl1 2.8996 -0.7342 0.4091
O1 -0.8196 -1.5443 -1.5714
N1 0.1955 -0.9471 0.3303
C1 1.2759 0.6884 -1.1890
C2 -0.1860 2.0248 0.4487
C3 -0.8412 -1.4735 -0.3556
C4 1.1553 1.5692 -0.0424
C5 1.3234 -0.1542 0.0149
C6 -1.9420 -2.0636 0.4317
H1 -1.6835 -2.8741 1.0904
H2 -0.9502 1.3833 0.1183
H3 2.2556 0.8525 -1.7055
H4 -0.1093 2.0920 1.5410
H5 -2.6561 -2.3606 -0.3683
H6 -2.1015 -1.1996 1.1302
H7 2.0560 2.1179 0.3469
H8 -0.2828 3.0081 -0.0076
H9 0.0215 -0.9358 1.3266
H10 0.3892 0.5511 -1.9482

* SMILES: CC(=O)N[C@@]1(Cl)C[C@H]1C
* highest occupied orbital energy: -8.721 eV
* gap between HOMO and LUMO: 0.3470 hartree
* E_LUMO: 0.7 eV

ORCA calculation (wB97M-V/def2-TZVPD) on a structure of composition C17H11Br2N4O2RhS.

CARTESIAN COORDINATES (ANGSTROEM)
Rh1 -1.0549 -0.4542 1.3703
Br1 4.7016 -3.3012 -1.5044
Br2 -0.3446 -5.2920 0.0383
S1 -3.2809 -0.9756 1.7464
O1 -0.7135 -2.3985 1.0072
O2 -1.2013 1.4782 1.8682
N1 -1.8145 -0.0790 -0.3571
N2 0.9614 -0.3332 0.8062
N3 -2.6575 -1.0499 -0.8704
N4 -4.3974 -2.3837 -0.2316
C1 -1.0397 2.2100 -0.4224
C2 -0.9288 2.3973 0.9818
C3 -3.4141 -1.5130 0.0841
C4 1.3817 -1.5395 0.3169
C5 3.0756 0.6094 0.2743
C6 3.5110 -0.5752 -0.2489
C7 3.0027 -2.9898 -0.7279
C8 2.1075 -4.0190 -0.6445
C9 -0.2384 4.4610 -0.8370
C10 -0.1484 4.6564 0.5461
C11 -0.4933 3.6626 1.4318
C12 1.7759 0.6972 0.7978
C13 0.8410 -3.8335 -0.0695
C14 -1.6688 1.0337 -0.9718
C15 0.4375 -2.6083 0.4327
C16 -0.7026 3.2534 -1.2993
C17 2.6656 -1.7065 -0.2381
H1 -4.7620 -2.9680 0.4982
H2 0.0285 5.2509 -1.5246
H3 0.1949 5.6093 0.9303
H4 -2.1403 1.0879 -1.9489
H5 2.3708 -4.9976 -1.0206
H6 1.3976 1.6243 1.2063
H7 -4.4123 -2.7406 -1.1722
H8 4.5036 -0.6630 -0.6692
H9 3.7080 1.4852 0.2848
H10 -0.4306 3.8153 2.5014
H11 -0.8212 3.0892 -2.3645

* highest occupied orbital energy: -7.749 eV
* gap between HOMO and LUMO: 0.2496 hartree
* E_LUMO: -1.0 eV

ORCA calculation (wB97M-V/def2-TZVPD) on the molecule H3N2O2P.

CARTESIAN COORDINATES (ANGSTROEM)
P1 -0.8355 0.9032 0.3782
O1 -1.9982 -1.2246 0.4214
O2 -3.1651 0.4095 -0.4004
N1 0.3867 -0.1854 0.2421
N2 -2.1677 -0.0614 0.0839
H1 -0.7727 1.3395 -0.9299
H2 1.1772 0.4536 -0.0377
H3 0.6657 -0.6515 1.1389

* SMILES: NP[N+](=O)[O-]
* highest occupied orbital energy: -9.598 eV
* gap between HOMO and LUMO: 0.3544 hartree
* E_LUMO: 0.0 eV

ORCA calculation (wB97M-V/def2-TZVPD) on a structure of composition C3H4CuO2.

CARTESIAN COORDINATES (ANGSTROEM)
Cu1 2.8704 1.7460 0.0256
O1 0.7477 1.5162 0.0012
O2 2.0913 -0.2532 0.0541
C1 -1.6711 -0.1341 -0.0599
C2 0.9493 0.2760 0.0298
C3 -0.3436 -0.7461 0.0200
H1 -2.1748 0.2268 0.8384
H2 -2.1022 0.1411 -1.0241
H3 -0.2182 -1.3443 0.9360
H4 -0.1487 -1.4283 -0.8213

* ⟨S²⟩: 0.754
* highest occupied orbital energy (spin up / spin down): -7.822 / -9.349 eV
* gap between HOMO and LUMO (spin up / spin down): 0.2460 / 0.3012 hartree
* E_LUMO (spin up / spin down): -1.1 / -1.2 eV
* spin multiplicity: 2

ORCA calculation (wB97M-V/def2-TZVPD) on a structure of composition C18H31AuN6O3P2S.

CARTESIAN COORDINATES (ANGSTROEM)
Au1 -1.4706 0.0984 -0.2646
S1 1.8775 -0.4033 -0.5305
P1 -1.6370 1.8501 1.1721
P2 -2.6672 1.3912 -1.7416
O1 1.5447 0.6433 -1.4926
O2 -1.5339 -1.6498 -1.4400
O3 1.9319 -1.7565 -1.0180
N1 -0.1348 -1.1221 -3.1817
N2 1.1730 -2.0263 2.0506
N3 6.9129 0.9385 2.1522
N4 0.6464 -0.2614 0.5330
N5 -1.0324 -1.2716 1.5772
N6 -1.1045 -3.2171 -2.9710
C1 5.7480 0.6315 1.5430
C2 -2.1805 3.2760 0.1785
C3 0.3121 -1.2380 1.4138
C4 -1.5482 -2.1634 2.4261
C5 4.1772 -1.0221 0.7438
C6 -4.0601 0.5641 -2.5193
C7 -1.6081 2.0247 -3.0535
C8 -0.7244 -3.0220 3.1224
C9 -0.9102 -1.9908 -2.5007
C10 3.3580 0.0005 0.2641
C11 3.7323 1.3366 0.4156
C12 -1.9659 -4.2011 -2.3313
C13 -0.1309 2.2871 2.0378
C14 -3.2748 2.8236 -0.7864
C15 5.3567 -0.7107 1.3769
C16 4.9084 1.6520 1.0496
C17 -2.9017 1.4995 2.4040
C18 0.6452 -2.9078 2.8868
H1 1.3460 -3.5585 3.3973
H2 3.8818 -2.0517 0.6100
H3 -3.7072 -0.2718 -3.1228
H4 0.3967 -1.5061 -3.9499
H5 -4.7491 0.1911 -1.7627
H6 0.4282 -0.4797 -2.6126
H7 0.2089 1.4626 2.6608
H8 -4.1709 2.5021 -0.2491
H9 -3.0984 2.4142 2.9684
H10 -2.3114 -4.8998 -3.0883
H11 7.2200 1.8895 2.2360
H12 -4.5759 1.2762 -3.1677
H13 -1.3024 3.6458 -0.3591
H14 -2.8231 -3.7002 -1.8914
H15 -2.1348 2.8395 -3.5556
H16 7.5358 0.2183 2.4678
H17 -1.4256 -4.7433 -1.5559
H18 -1.3989 1.2290 -3.7669
H19 -0.3562 3.1550 2.6647
H20 0.6527 2.5262 1.3204
H21 -0.5190 -3.5297 -3.7279
H22 -2.5201 4.0771 0.8402
H23 3.1188 2.1221 -0.0055
H24 -2.6264 -2.1818 2.5272
H25 -2.5372 0.7321 3.0857
H26 -3.5746 3.6247 -1.4651
H27 5.9987 -1.5018 1.7397
H28 5.2123 2.6855 1.1474
H29 -1.1216 -3.7557 3.8060
H30 -3.8253 1.1525 1.9427
H31 -0.6609 2.3836 -2.6505

* highest occupied orbital energy: -12.244 eV
* gap between HOMO and LUMO: 0.1898 hartree
* E_LUMO: -7.1 eV
* charge: +2

ORCA calculation (wB97M-V/def2-TZVPD) on the molecule C4H3ClF2.

CARTESIAN COORDINATES (ANGSTROEM)
Cl1 1.9396 0.3750 -1.4099
F1 -1.1385 -1.2324 1.7820
F2 -2.4156 0.3808 1.1322
C1 -1.2947 -0.2836 0.9098
C2 0.6756 1.0444 0.9529
C3 0.6089 0.4401 -0.1942
C4 -0.6562 -0.3099 -0.4808
H1 -0.4522 -1.3050 -0.9498
H2 1.3995 1.5824 1.6869
H3 -1.3599 0.1925 -0.9863

* highest occupied orbital energy (spin up / spin down): -8.786 / -8.475 eV
* gap between HOMO and LUMO (spin up / spin down): 0.3309 / 0.3012 hartree
* E_LUMO (spin up / spin down): 0.2 / -0.3 eV

ORCA calculation (wB97M-V/def2-TZVPD) on a cluster of 13 separate species, C4H32NO14 in total.

CARTESIAN COORDINATES (ANGSTROEM)
O1 -0.8020 0.2315 1.7392
O2 1.0760 2.2739 1.5251
O3 2.2068 0.1599 -3.9897
O4 -3.4333 0.3427 2.4783
O5 -3.8028 -1.3599 0.0948
O6 2.6182 -2.3410 -2.3379
O7 -2.8169 2.0572 -1.5552
O8 -1.5015 -0.1768 -0.3642
O9 -1.8478 2.8472 2.1857
O10 2.6468 2.3951 -1.9506
O11 -1.2788 -0.1529 -3.1390
O12 -0.3394 -2.5779 -2.1233
O13 -1.1230 0.4127 4.6041
O14 0.1564 3.1359 -0.9914
N1 0.5977 -0.7846 0.2820
C1 1.6236 -2.8093 0.9446
C2 -0.6543 -0.2039 0.5732
C3 2.8229 -0.5858 1.1778
C4 1.4866 -1.3285 1.3658
H1 3.6119 -1.1383 1.6796
H2 -0.5192 0.3763 3.8492
H3 -1.5446 2.0462 2.6473
H4 1.9435 -3.3012 1.8926
H5 1.3199 1.4098 1.1538
H6 -1.5903 0.1741 -2.2677
H7 3.0084 -0.4472 0.1168
H8 3.3159 2.9173 -1.5028
H9 1.9155 -2.9492 -2.0842
H10 2.9849 -0.3075 -3.6817
H11 0.5344 -1.3630 -0.5475
H12 0.2743 3.0459 -0.0236
H13 -3.8696 -0.3521 1.9738
H14 2.4962 -2.9281 0.3049
H15 -0.3797 0.2003 -3.1715
H16 0.3346 2.0023 2.0833
H17 2.8927 0.3995 1.6341
H18 -1.0757 -2.8165 -1.5539
H19 1.0235 -1.1229 2.3295
H20 -2.6985 1.4912 -0.7756
H21 2.2945 -1.8616 -3.1078
H22 -2.4856 2.3381 1.6583
H23 -3.0958 -0.8249 -0.3458
H24 0.6979 -3.3348 0.7305
H25 -2.4683 0.3712 2.3603
H26 -2.0065 0.3926 4.2162
H27 -3.6004 1.6708 -1.9596
H28 -0.6448 2.6472 -1.2171
H29 -0.6083 -1.7615 -2.5945
H30 1.9202 0.8279 -3.3584
H31 -3.3774 -2.0035 0.6666
H32 1.7610 2.6658 -1.6245

* highest occupied orbital energy: -6.677 eV
* gap between HOMO and LUMO: 0.3438 hartree
* E_LUMO: 2.7 eV
* charge: -1

ORCA calculation (wB97M-V/def2-TZVPD) on the molecule C5H3I.

CARTESIAN COORDINATES (ANGSTROEM)
I1 -3.7591 0.8034 0.0464
C1 -1.4424 -1.6546 -0.0398
C2 0.4073 -0.1346 0.0514
C3 -2.2348 -0.6325 -0.1928
C4 -0.7564 -0.3822 -0.1406
C5 1.7398 0.3922 0.0281
H1 2.2415 0.5089 -0.9908
H2 2.2707 -0.2305 0.7405
H3 1.5333 1.3298 0.4976

* highest occupied orbital energy: -8.675 eV
* gap between HOMO and LUMO: 0.2937 hartree
* E_LUMO: -0.7 eV

ORCA calculation (wB97M-V/def2-TZVPD) on the molecule C4H4O.

CARTESIAN COORDINATES (ANGSTROEM)
O1 0.9659 -2.0088 1.1350
C1 -0.3926 0.5398 0.4575
C2 0.6965 -0.5860 0.3243
C3 2.1399 -2.0897 0.5883
C4 1.8559 -0.9398 -0.3347
H1 -0.3400 0.6617 1.5832
H2 0.0869 1.4090 0.1182
H3 2.4861 -0.3863 -0.9353
H4 -1.3892 0.4248 0.0785

* highest occupied orbital energy: -8.577 eV
* gap between HOMO and LUMO: 0.3064 hartree
* E_LUMO: -0.2 eV

What did we get for M? Answer: 408.35; 123.96; 882.78; 147.61; 598.08; 94.01; 135.61; 670.47; 124.52; 318.29; 189.98; 68.08 g/mol, in the order shown.